[1]
Below is a 2-piece molecular cluster, C2H4NP overall at a distorted geometry, with properties calculated with the ωB97M-V functional and the def2-TZVPD basis.

Bonds (Å) are listed after each position.
CARTESIAN COORDINATES (ANGSTROEM)
1 C -1.35 0.70 -0.30  C2 1.303, H3 1.120, H4 1.131
2 C -0.78 -0.35 0.21  C1 1.303, H5 1.034, H6 1.077
3 H -1.17 1.79 -0.16  C1 1.120
4 H -1.94 0.56 -1.26  C1 1.131
5 H -1.01 -1.28 -0.18  C2 1.034
6 H -0.09 -0.43 1.04  C2 1.077
7 N 3.42 -1.12 0.07  P8 1.445
8 P 2.92 0.14 0.59  N7 1.445

Properties
* SMILES: C=C.N#P
* molecular weight: 73.03 g/mol
* energy: -474.6254 a.u.
* charge: 0
* energy above the lowest of the compared OMol25 structures with the same formula, charge and spin: 126.78 kJ/mol
* E_HOMO: -0.3886 Eh



[2]
Below is one molecule with the formula C2H4NP at a distorted geometry, with properties calculated with the ωB97M-V functional and the def2-TZVPD basis.

Bonds (Å) are listed after each position.
CARTESIAN COORDINATES (ANGSTROEM)
1 P 1.70 0.47 -0.17  C2 1.747, H5 1.342, H6 1.313
2 C -0.04 0.59 -0.15  P1 1.747, N3 1.270, C4 1.610
3 N -0.94 1.43 0.14  C2 1.270, C4 1.528
4 C -1.57 0.17 -0.44  C2 1.610, N3 1.528, H7 1.064, H8 1.069
5 H 1.69 -0.78 0.31  P1 1.342
6 H 1.96 1.18 0.90  P1 1.313
7 H -2.01 0.18 -1.41  C4 1.064
8 H -1.88 -0.46 0.36  C4 1.069

Properties
* SMILES: PC1=NC1
* molecular weight: 73.03 g/mol
* energy: -474.5971 a.u.
* charge: 0
* energy above the lowest of the compared OMol25 structures with the same formula, charge and spin: 201.10 kJ/mol
* E_HOMO: -0.3466 Eh



[3]
Below is a 2-piece molecular cluster, C2H4NP overall at a distorted geometry, with properties calculated with the ωB97M-V functional and the def2-TZVPD basis.

Bonds (Å) are listed after each position.
CARTESIAN COORDINATES (ANGSTROEM)
1 C -0.53 1.08 0.98  P2 1.601, H3 1.119
2 P 0.82 0.39 0.47  C1 1.601, H4 1.403, H5 1.396
3 H -0.73 2.07 0.50  C1 1.119
4 H 1.67 -0.46 1.20  P2 1.403
5 H 1.60 0.32 -0.69  P2 1.396
6 C -1.01 -2.02 -0.77  N7 1.131, H8 0.980
7 N -0.60 -2.48 -1.71  C6 1.131
8 H -1.35 -1.71 0.10  C6 0.980

Properties
* SMILES: C#[PH2].C#N
* molecular weight: 73.03 g/mol
* energy: -474.5190 a.u.
* charge: 0
* energy above the lowest of the compared OMol25 structures with the same formula, charge and spin: 406.12 kJ/mol
* E_HOMO: -0.3380 Eh